Formula: C4H18NO3
Source: the Open Molecules 2025 dataset
Level of theory: ωB97M-V/def2-TZVPD

```
26
Properties=species:S:1:pos:R:3:forces:R:3
C 0.37422 -0.15099 0.59783 1.49 -1.04 -2.40
C 0.66143 1.21084 -0.07563 -0.86 1.21 2.49
C 0.69335 1.16439 -1.56343 2.01 -1.58 -1.25
C -0.48135 1.65975 -2.35096 -2.05 -1.18 2.25
N -0.95522 -0.79392 0.19281 -0.59 -1.91 -2.32
H 1.19902 -0.87237 0.20860 -1.54 0.96 0.46
H 0.45818 -0.26457 1.63751 -0.11 0.63 1.51
H -0.07290 1.96706 0.26828 -0.38 -0.55 -0.29
H 1.52723 1.74364 0.39099 -0.03 -1.35 -0.42
H 1.62619 1.64176 -1.91341 -0.50 0.14 0.16
H 0.90406 0.10197 -1.89113 -0.19 0.75 0.39
H -1.02886 0.84997 -2.79924 0.04 -0.40 -0.78
H -0.19389 2.35932 -3.03454 0.50 1.76 -2.06
H -1.28403 2.09129 -1.72764 0.56 0.30 0.09
H -0.90789 -1.07830 -0.87012 -0.06 0.77 2.52
H -1.92781 -0.34367 0.35990 1.76 0.29 0.25
H -1.08114 -1.73050 0.68228 0.71 1.10 -0.73
H -0.43936 -4.47849 0.53324 -0.19 -0.12 -0.01
H 0.85549 -3.68901 0.36746 -1.28 0.17 -0.16
O -0.12914 -3.60406 0.28093 1.41 0.01 0.21
H 3.97036 0.37212 1.68203 -0.72 0.83 0.67
H 3.66979 1.33965 2.82526 1.53 1.37 2.60
O 3.28603 0.94691 2.10088 -0.83 -2.23 -3.29
H -3.99640 -0.68445 0.88155 0.55 0.99 0.89
H -3.47173 0.35836 2.00967 -0.46 -0.03 0.13
O -3.25564 -0.11669 1.20688 -0.75 -0.89 -0.92
```
Forces are in eV/Å.

Calculated values
Net charge: +1
Kohn-Sham gap in eV: 11.45
Multiplicity: 1
E_HOMO in eV: -14.36



Formula: C4H9N
Source: the Open Molecules 2025 dataset
Level of theory: ωB97M-V/def2-TZVPD

```
14
Properties=species:S:1:pos:R:3:forces:R:3
C 0.21497 -1.22751 0.19355 2.45 2.32 -0.33
N 0.79516 -0.40767 -0.98144 -0.02 -0.58 1.91
C -0.12674 0.72706 -1.02689 1.72 1.92 -0.08
C -0.55829 1.04207 0.49021 -0.22 0.05 -2.92
C -0.34012 -0.22333 1.20392 -0.20 -1.40 3.74
H 1.01954 -1.77193 0.65893 0.01 -0.80 -0.19
H -0.50916 -1.78068 -0.28680 -1.63 -1.69 -0.47
H 1.75713 -0.07984 -0.70930 -1.45 -0.25 -0.33
H -1.02741 0.57000 -1.58234 -0.45 -0.81 -0.55
H 0.45310 1.52099 -1.66319 -1.26 -0.77 1.62
H 0.10301 1.76595 0.83802 0.70 1.63 0.78
H -1.59503 1.31843 0.55323 -0.29 0.68 -0.12
H -1.28921 -0.55668 1.79716 1.47 0.21 -1.42
H 0.38298 -0.04230 2.09960 -0.82 -0.52 -1.65
```
Forces are in eV/Å.

Calculated values
Net charge: 0
Structure (SMILES): C1CCNC1
Kohn-Sham gap in eV: 10.19
Multiplicity: 1
E_HOMO in eV: -9.09



Formula: C50H59HgN6O4P2S
Source: the Open Molecules 2025 dataset
Level of theory: ωB97M-V/def2-TZVPD

```
123
Properties=species:S:1:pos:R:3:forces:R:3
Hg 0.71340 -0.33850 0.27988 -0.27 -0.24 0.33
C 2.53604 0.23577 5.27008 -0.02 0.01 -0.01
C 2.10553 -0.43273 3.95895 -0.10 -0.18 -0.13
C 1.11007 -1.55189 4.28241 -0.02 0.01 0.01
P 1.36819 0.61565 2.62161 -0.19 0.31 -0.19
C 2.46628 2.12337 2.39777 0.07 -0.08 -0.20
C 3.95249 1.88056 2.65713 -0.04 0.08 0.24
C 2.02701 3.43199 3.04993 -0.07 0.00 0.03
C -0.19472 1.22721 3.31795 -0.01 0.04 -0.07
C -0.21290 1.90766 4.54124 0.08 -0.02 0.01
C -1.36705 2.39012 5.12480 -0.05 -0.02 -0.01
C -2.57266 2.19878 4.43998 0.04 0.02 0.01
C -2.60187 1.52597 3.24624 0.00 -0.04 0.01
C -1.42607 0.98422 2.63228 0.00 0.01 -0.14
N -1.48862 0.34849 1.44269 -0.11 -0.01 0.23
C -2.63892 -0.37424 1.15883 0.01 0.02 -0.07
C -3.19895 -1.25177 2.10589 0.01 -0.01 -0.02
C -4.27811 -2.05815 1.79936 0.01 0.01 0.00
C -4.82590 -2.03226 0.52258 0.00 0.01 0.01
C -4.29168 -1.16553 -0.41991 -0.01 -0.01 -0.01
C -3.23204 -0.31218 -0.12248 0.12 -0.06 0.03
P -2.45408 0.85897 -1.28916 0.12 -0.06 -0.06
C -3.06182 2.48289 -0.57425 0.00 -0.01 0.02
C -4.49486 2.58304 -0.05121 0.01 0.02 -0.01
C -2.73986 3.63918 -1.52134 0.01 0.01 0.02
C -3.41141 0.55808 -2.86394 -0.06 -0.01 0.02
C -2.61121 1.10753 -4.04953 -0.03 -0.01 -0.02
C -4.87365 0.99913 -2.95901 0.02 0.01 -0.04
H 3.26480 -0.40612 5.77299 -0.01 0.00 0.00
H 2.99266 1.21417 5.13971 0.00 -0.01 -0.02
H 1.68209 0.34708 5.93990 0.00 0.00 -0.01
H 2.98620 -0.86346 3.47115 0.00 -0.01 0.00
H 0.26556 -1.14110 4.84162 -0.01 0.01 0.00
H 0.72613 -2.03780 3.38616 0.03 0.00 0.03
H 1.59542 -2.31445 4.89794 -0.01 -0.01 -0.01
H 2.38897 2.24948 1.31763 -0.02 0.02 -0.04
H 4.18585 1.83461 3.72288 -0.01 0.06 0.00
H 4.31941 0.98253 2.18159 0.08 -0.15 -0.11
H 4.51466 2.72344 2.24255 0.00 -0.02 -0.02
H 2.24251 3.44290 4.12186 0.00 -0.01 -0.01
H 2.59545 4.24753 2.59240 0.01 0.00 0.01
H 0.96525 3.64346 2.92399 0.02 0.00 -0.01
H 0.72367 2.06756 5.05815 0.00 0.03 -0.03
H -1.33296 2.91059 6.07355 0.00 0.01 0.00
H -3.49706 2.59690 4.84666 -0.01 -0.01 0.00
H -3.54388 1.39522 2.72807 0.00 0.00 0.01
H -2.73772 -1.30863 3.08573 -0.01 0.01 0.00
H -4.67386 -2.73446 2.54962 0.01 0.00 0.00
H -5.64942 -2.68478 0.25903 0.01 -0.01 -0.01
H -4.72028 -1.16365 -1.41352 0.00 -0.01 0.00
H -2.39380 2.56727 0.29056 0.01 -0.02 0.01
H -5.20847 2.72764 -0.86470 0.00 -0.01 0.00
H -4.78671 1.68786 0.49996 0.01 0.00 0.01
H -4.58863 3.43999 0.62534 0.00 0.00 -0.01
H -3.42721 3.65419 -2.37135 0.00 0.00 0.00
H -2.83652 4.59950 -1.00409 0.00 0.00 -0.01
H -1.72300 3.56784 -1.91268 0.02 0.00 0.01
H -3.36677 -0.53473 -2.94127 -0.01 0.01 0.01
H -2.54470 2.19820 -4.01163 0.00 -0.01 -0.01
H -1.59829 0.70662 -4.06191 0.05 -0.02 0.04
H -3.09434 0.83593 -4.99423 -0.01 0.01 0.00
H -4.94005 2.08217 -3.09104 0.00 0.00 0.02
H -5.35246 0.53830 -3.83053 0.00 0.02 -0.01
H -5.45507 0.73637 -2.07623 0.01 -0.01 0.00
O 1.08157 -1.39564 -3.88313 0.03 -0.07 0.02
C 0.76899 -1.33582 -2.66856 -0.16 0.20 -0.07
N 1.09930 -0.30906 -1.86826 0.09 0.16 0.18
C 1.80252 0.77882 -2.46521 -0.04 0.05 -0.01
C 1.57162 2.10662 -1.77816 -0.02 -0.02 0.03
C 2.15464 3.26484 -2.30602 0.00 -0.01 -0.04
C 1.92854 4.48010 -1.69781 0.00 0.03 0.00
C 1.11771 4.53143 -0.56695 -0.01 -0.02 0.01
C 0.59416 3.34130 -0.10286 -0.09 0.02 -0.06
N 0.81730 2.16408 -0.68677 0.02 0.09 -0.07
C -0.03386 -2.39855 -2.03407 0.04 -0.07 0.09
C -0.35691 -3.54722 -2.75245 -0.07 0.01 -0.02
C -1.11240 -4.56068 -2.18940 0.03 0.01 0.10
C -1.54637 -4.37521 -0.82834 0.06 -0.08 -0.08
C -1.16772 -3.23446 -0.16978 -0.06 0.13 0.02
N -0.45063 -2.23049 -0.70853 0.18 0.05 0.00
H 1.49874 0.88781 -3.51474 0.01 -0.01 -0.01
H 2.89466 0.62783 -2.49012 0.01 -0.04 0.03
H 2.77893 3.18576 -3.18812 0.00 0.00 0.00
H 2.37511 5.38410 -2.09605 0.00 0.00 0.00
H 0.90515 5.46209 -0.05747 0.00 0.00 0.00
H -0.04697 3.31572 0.77439 0.03 -0.01 0.03
H 0.00494 -3.60389 -3.77226 0.00 0.02 0.00
H -1.38594 -5.44130 -2.75797 -0.01 0.00 0.00
H -2.15939 -5.10873 -0.31839 0.01 0.01 0.01
H -1.47163 -3.08520 0.86270 -0.02 0.01 0.01
N 1.76962 -4.82419 -0.56431 -0.12 0.06 0.04
C 1.80569 -4.52854 0.75198 -0.16 -0.13 -0.35
S 2.12198 -3.01751 1.32142 0.31 -0.12 0.36
N 1.53102 -5.58304 1.61517 0.17 0.09 0.11
C 1.96757 -6.91055 1.54274 -0.14 0.06 -0.08
C 2.60710 -7.47451 0.43655 0.05 0.01 0.03
C 3.00976 -8.80118 0.47578 -0.01 -0.01 0.00
C 2.78657 -9.59466 1.59124 0.03 0.01 0.01
C 2.15240 -9.03283 2.69121 -0.02 0.01 0.01
C 1.74669 -7.71101 2.66837 0.00 -0.04 0.02
H 1.83677 -4.00723 -1.15944 0.03 0.05 -0.06
H 1.03403 -5.45558 -0.86124 0.01 -0.02 -0.03
H 1.39720 -5.23865 2.55361 0.04 -0.02 0.00
H 2.81442 -6.86621 -0.42995 0.01 -0.02 -0.01
H 3.51408 -9.21734 -0.38793 0.00 0.02 -0.01
H 3.11451 -10.62593 1.61074 -0.02 -0.01 -0.01
H 1.97138 -9.62828 3.57808 0.00 0.01 0.01
H 1.25579 -7.27708 3.53207 -0.01 -0.01 0.00
O 6.74838 -2.67371 0.69718 0.00 -0.10 -0.01
C 5.90659 -2.82343 -0.34222 0.08 0.03 -0.01
C 6.07475 -3.91419 -1.19892 -0.01 0.01 -0.01
C 5.23794 -4.07743 -2.29047 -0.02 -0.01 0.01
C 4.21968 -3.16412 -2.54647 -0.02 -0.06 0.00
C 4.04197 -2.09884 -1.67659 -0.10 -0.02 0.01
C 4.86727 -1.90831 -0.57601 -0.03 0.00 -0.01
C 4.62390 -0.75404 0.37546 -0.18 0.07 -0.20
O 5.53525 -0.56179 1.24421 -0.09 -0.02 0.14
O 3.57877 -0.08023 0.25086 0.43 -0.12 0.03
H 6.42663 -1.81249 1.12907 0.01 0.08 -0.03
H 6.86996 -4.61857 -0.98466 0.00 0.00 0.00
H 5.37584 -4.93296 -2.94395 0.01 0.01 -0.01
H 3.55120 -3.28752 -3.39016 0.00 0.03 0.00
H 3.22104 -1.40920 -1.82064 -0.01 0.03 0.02
```
Forces are in eV/Å.

Calculated values
Net charge: -2
Kohn-Sham gap (alpha / beta) in eV: 3.40 / 6.03
Multiplicity: 2
E_HOMO (alpha / beta) in eV: 0.64 / -1.99